Record 1
Below is a molecular structure, C18H36FN3O18S3 in a non-equilibrium geometry, with properties calculated with ωB97M-V/def2-TZVPD.

Each line ends with the Löwdin charge.
CARTESIAN COORDINATES (ANGSTROEM)
C  14.914  -2.062  -13.764  -0.2633
H  13.183  -6.237  -14.491  0.0309
C  16.782  -8.297  -16.055  -0.0011
H  17.414  -8.451  -15.180  0.0773
O  11.706  -1.521  -13.295  -0.2381
H  12.866  -2.318  -15.957  0.1241
H  16.098  -0.403  -13.944  0.1561
H  10.644  -6.192  -14.857  0.0484
C  13.542  -7.253  -14.328  -0.1188
S  11.783  -6.513  -17.431  0.7949
O  10.986  -7.467  -16.379  -0.1883
N  11.152  -0.657  -16.201  -0.0725
O  10.690  -0.761  -11.287  -0.1701
O  11.242  1.010  -13.049  -0.2287
H  10.426  -3.670  -16.089  0.0578
O  12.915  -3.300  -14.145  -0.2212
H  16.981  -9.027  -16.839  0.0866
C  13.688  -0.669  -15.123  -0.4036
C  12.031  -1.807  -18.090  0.0523
H  11.522  -1.771  -19.054  0.1033
H  15.283  -0.362  -12.383  0.1624
N  9.044  -5.240  -10.830  0.0501
C  15.336  -8.345  -15.583  -0.5660
F  14.229  -2.701  -12.821  -0.0259
C  9.561  -5.618  -16.591  -0.1341
C  10.968  -1.674  -17.029  -0.5223
O  14.124  0.060  -14.099  0.1035
O  10.645  -5.291  -17.452  -0.2575
H  6.006  -5.243  -11.531  0.0781
C  11.915  -1.301  -10.924  -0.1650
C  10.410  -5.735  -11.219  -0.0660
H  12.570  -0.515  -10.548  0.1225
N  14.849  -7.339  -14.896  0.0238
H  12.683  -2.676  -18.188  0.1031
H  11.387  -1.925  -14.982  0.0992
H  11.856  -2.104  -10.189  0.1379
O  14.170  -1.945  -14.952  0.0463
H  10.445  0.495  -14.663  0.0611
H  13.527  -0.866  -12.274  0.1050
H  6.737  -4.374  -10.150  0.0575
C  12.709  -1.586  -12.239  -0.1509
H  12.719  -0.975  -17.941  0.0853
O  10.059  -2.489  -16.921  0.0353
C  6.598  -5.347  -10.621  -0.0070
H  12.095  -4.393  -16.474  0.0978
H  9.240  -4.616  -16.307  0.1285
C  7.960  -5.954  -11.017  -0.6173
O  11.175  -4.882  -14.735  -0.2238
C  15.170  -0.651  -13.428  -0.0417
H  8.873  -6.057  -17.313  0.1397
H  9.295  0.120  -15.961  0.1381
H  6.049  -5.944  -9.892  0.0770
O  14.627  -9.332  -15.810  0.0207
H  12.855  -7.884  -14.892  0.0941
H  15.586  -6.685  -14.673  0.1380
H  10.881  -5.948  -10.260  0.0908
H  13.506  -7.610  -13.299  0.1108
C  11.430  -3.924  -15.749  -0.1810
H  10.917  -5.137  -11.977  -0.1335
H  11.836  0.045  -16.443  0.0608
O  11.813  -7.026  -18.825  -0.2446
H  13.132  -2.587  -12.157  0.0748
O  13.020  -6.027  -16.778  -0.2647
H  9.750  -1.155  -14.774  0.0663
H  8.918  -4.301  -10.481  0.1299
O  7.896  -7.064  -11.466  0.0364
C  10.091  -0.286  -15.336  -0.0961
S  12.095  -4.578  -13.397  0.9415
H  10.356  -6.714  -11.695  0.0852
H  9.288  -7.400  -15.213  0.1502
O  12.898  -5.772  -13.033  -0.2615
C  12.150  -2.669  -15.214  -0.1254
O  11.220  -4.019  -12.336  -0.2070
C  10.040  -6.713  -15.600  -0.1136
O  9.301  -0.619  -13.439  -0.2526
O  12.907  -0.358  -16.003  0.0959
H  17.054  -7.268  -16.291  0.0688
S  10.619  -0.322  -12.899  0.8225
H  15.838  -2.581  -14.019  0.1928

Energy above the lowest of the compared OMol25 structures with the same formula, charge and spin: 581.5 kcal per mole
Molecular weight: 697.7 u
Orbital gap: 8.22 eV

Record 2
Below is a molecular structure, C18H36LiO18 in a non-equilibrium geometry, with properties calculated with ωB97M-V/def2-TZVPD.

Each line ends with the Löwdin charge.
CARTESIAN COORDINATES (ANGSTROEM)
H  0.050  -3.714  -3.433  0.1112
H  -3.258  1.119  0.226  0.0803
H  4.005  -1.154  -1.156  0.0122
H  0.756  1.448  -3.030  0.1034
H  -0.744  3.254  1.912  -0.0004
C  -3.425  1.832  1.008  -0.0039
C  1.001  -3.564  1.189  -0.1623
H  -0.166  -1.950  -3.206  0.0468
H  -0.329  4.772  -2.345  0.0684
O  -2.276  -0.388  3.642  -0.0109
C  -0.172  -2.879  -2.787  0.0089
H  -0.994  -1.919  3.256  0.1357
H  3.403  2.462  -1.215  0.1127
H  1.065  -3.363  0.125  0.0811
C  1.542  2.563  1.108  -0.6729
H  -0.402  2.363  3.440  0.0653
H  -4.017  -0.167  -3.718  0.1838
H  3.497  0.993  0.021  0.0907
H  4.763  2.249  -0.115  0.1314
H  -1.451  -1.152  5.235  0.1677
C  -2.225  0.373  2.534  -0.4718
C  3.843  -1.926  -1.736  0.0029
H  -0.341  -0.595  3.818  0.0546
O  -3.406  1.045  2.222  0.0222
O  -1.215  0.382  1.826  0.0339
H  -3.259  -0.283  -1.923  0.0514
Li  0.004  0.004  0.149  0.6143
C  1.001  1.085  -4.111  0.0000
H  2.828  0.790  2.579  0.1408
H  -2.801  2.821  0.982  0.1421
O  -1.445  -3.211  -2.175  0.0045
H  0.542  3.413  -1.951  0.0925
O  1.689  -0.242  -1.730  0.0568
H  3.413  0.215  4.280  0.1047
H  -2.144  -3.227  1.635  0.1116
H  1.520  1.805  -4.790  0.1105
H  4.866  -2.562  -1.974  0.1733
H  0.590  -2.866  -1.970  0.0910
C  -0.467  3.855  -1.886  -0.0743
O  1.742  -0.176  -4.065  0.0015
O  -1.268  1.226  -1.382  0.0669
H  -0.805  3.998  -0.711  0.1582
O  1.479  -2.985  2.236  0.0352
O  -2.719  -3.157  -0.346  0.0769
O  2.752  2.881  0.707  0.0096
O  2.224  -1.187  3.353  0.0190
C  -1.953  1.948  -2.086  -0.5976
H  3.117  -2.563  -1.244  0.0769
C  -3.183  0.186  -2.853  -0.0555
H  -3.166  -2.147  1.263  -0.0022
C  2.516  0.238  3.636  0.0393
H  1.412  -4.500  1.168  0.0749
O  -1.209  -1.616  -0.458  0.0122
C  -1.254  -1.119  4.081  -0.0764
O  0.818  1.784  0.482  0.0070
O  3.126  -1.471  -2.901  -0.0084
C  -0.226  3.129  2.734  0.0883
O  1.164  3.286  2.072  0.0598
H  -4.023  -3.519  1.196  0.1379
C  3.583  2.114  -0.135  -0.0590
C  -3.053  -3.038  0.999  0.0168
H  -0.559  4.102  3.430  0.1720
H  1.636  0.850  3.986  0.0982
H  -0.185  -3.791  1.255  0.1363
C  2.129  -0.577  -2.835  -0.5654
H  -4.272  2.201  0.677  0.0405
H  0.112  0.863  -4.670  0.0793
O  -3.022  1.510  -2.563  0.0563
O  -1.627  3.273  -2.307  -0.0017
O  1.281  -0.899  1.324  0.0541
H  -2.249  -0.379  -3.228  0.1153
C  1.632  -1.584  2.260  -0.5206
C  -1.807  -2.598  -0.979  -0.5558

Energy above the lowest of the compared OMol25 structures with the same formula, charge and spin: 49.4 kcal per mole
Charge: +1
Molecular weight: 547.4 u
Orbital gap: 11.31 eV

Record 3
Below is a molecular structure, C18H36MnO18 in a non-equilibrium geometry, with properties calculated with ωB97M-V/def2-TZVPD.

Each line ends with the Löwdin charge.
CARTESIAN COORDINATES (ANGSTROEM)
H  3.654  1.030  -4.853  0.1044
C  -3.071  -1.564  -2.312  0.0047
H  -4.923  1.631  -0.107  0.1126
O  2.359  -2.788  1.576  0.0365
H  1.122  4.827  -2.028  0.1125
O  1.853  -1.044  0.350  0.0413
H  -4.500  1.756  -1.844  0.1091
H  4.053  2.341  -3.747  0.1071
H  3.547  0.129  4.106  0.1088
H  -1.852  1.618  2.783  0.0886
O  0.387  -1.809  -2.954  0.0266
O  -1.556  1.634  0.140  0.0562
O  1.827  1.187  3.960  0.0654
O  -1.652  -3.029  1.107  0.0219
H  0.058  3.490  -1.559  0.0806
C  -1.366  2.404  3.360  0.0040
O  -1.662  -2.481  3.225  0.0368
C  0.773  1.433  3.239  -0.5782
H  2.615  -0.212  2.652  0.0757
H  -3.105  -1.804  -1.249  0.0963
H  -2.002  2.740  4.171  0.1120
C  2.958  0.582  3.312  0.0194
C  2.441  -2.105  0.461  -0.5739
H  -1.369  5.830  -0.116  0.1043
C  3.236  1.762  -4.168  0.0066
C  3.490  -1.939  -1.650  0.0259
C  1.760  1.711  -2.301  -0.5725
H  -2.126  -1.719  5.062  0.1101
H  2.874  -4.796  1.249  0.1067
H  0.319  -1.759  -5.008  0.1070
C  3.216  -3.918  1.786  0.0014
C  1.081  3.844  -1.568  0.0206
H  -2.632  5.062  -1.060  0.1058
H  -3.668  -3.434  1.457  0.1068
O  3.168  -2.681  -0.461  0.0417
C  -2.122  2.689  -0.070  -0.5980
H  -2.514  -4.585  2.207  0.1039
H  -0.431  -1.833  4.772  0.1130
O  -3.323  2.826  -0.558  0.0351
C  -2.721  -3.959  1.343  0.0006
H  3.582  1.320  2.815  0.1107
H  3.030  -2.441  -2.499  0.0940
O  1.960  3.002  -2.331  0.0375
O  -0.628  -1.157  -1.123  0.0609
C  -1.339  -2.121  1.999  -0.5708
H  -1.135  3.234  2.694  0.0968
O  -0.764  -1.093  1.705  0.0684
O  -1.548  3.832  0.251  -0.0044
H  -3.802  -2.184  -2.824  0.1124
C  -0.705  -1.574  -2.260  -0.5638
H  1.456  3.911  -0.546  0.1142
Mn  0.210  0.284  0.265  0.9622
H  1.232  -3.111  -4.307  0.0982
O  1.024  1.105  -1.539  0.0603
H  3.226  -4.118  2.856  0.1044
O  -0.175  1.924  3.995  0.0496
H  -2.917  5.372  0.648  0.1094
C  -2.160  5.087  -0.078  0.0042
H  4.249  -3.670  1.544  0.1073
H  -3.339  -0.522  -2.467  0.0858
C  0.333  -2.499  -4.214  0.0045
H  2.567  2.395  -4.748  0.1075
H  -1.348  -0.538  3.980  0.0784
H  3.146  -0.913  -1.629  0.0793
O  2.489  1.049  -3.167  0.0303
C  -4.117  1.661  -0.835  0.0227
H  -3.510  0.766  -0.719  0.0702
H  4.568  -2.009  -1.776  0.1106
H  -2.787  -4.597  0.467  0.1017
O  -1.813  -1.866  -2.900  0.0319
C  -1.376  -1.578  4.286  0.0077
O  0.667  1.209  2.040  0.0256
H  -0.471  -3.228  -4.288  0.1047

Energy above the lowest of the compared OMol25 structures with the same formula, charge and spin: 12.0 kcal per mole
Charge: +2
Spin multiplicity: 6
Molecular weight: 595.4 u
Orbital gap (spin up / spin down): 11.12 / 12.16 eV

> What is the energy above the lowest of the compared OMol25 structures with the same formula, charge and spin in the first record?

581.5 kcal per mole